Density functional theory data (ωB97M-V with the def2-TZVPD basis set) for a 5-piece molecular cluster, C32H47F3N4O14Si overall.

The geometry in XYZ format:
```
101
Properties=species:S:1:pos:R:3:forces:R:3:mulliken_charge:R:1
Si 4.5544 -0.3489 3.3980 0.0 0.5 0.5 -0.137
F 1.1318 -2.0376 6.2791 3.4 1.8 0.4 -0.266
F 2.1875 -0.0075 6.2751 1.0 -3.4 0.8 -0.192
F 2.8972 -1.7804 7.7149 -1.0 1.7 -3.5 -0.260
O -6.9841 1.5821 -3.3462 0.1 -0.6 -0.7 -0.319
O -2.2202 1.7918 -5.6498 0.0 0.6 0.4 -0.361
O -4.5704 -2.4832 -1.8145 0.0 -1.6 -0.2 -0.458
O 2.6667 -3.1136 2.6374 6.3 2.7 -3.2 -0.504
O -7.8124 1.0888 -5.3781 0.4 -0.3 0.4 -0.319
O 5.4048 -0.0444 -4.1731 0.0 0.4 0.5 -0.328
O -6.3595 -0.3396 -4.3777 -0.6 0.9 -0.1 -0.553
O 5.4750 1.8320 -2.8986 -0.2 -1.1 -0.1 -0.542
O -5.1608 -4.6602 -2.0570 0.5 0.6 -0.1 -0.346
O 4.8373 -0.1510 -1.9988 0.2 0.5 -0.6 -0.217
O -2.1535 3.6662 -4.3696 -0.2 -1.0 -0.2 -0.579
O 3.2232 -1.9506 5.3604 -1.2 2.1 2.9 -0.247
O -2.7759 1.6762 -3.4732 0.4 0.8 -0.7 -0.347
O -3.1115 -3.9825 -2.6935 -0.4 0.2 0.2 -0.290
N -2.0246 1.2352 2.6817 0.3 -1.0 -1.0 -0.428
N -2.6530 -1.0255 2.1348 1.6 2.9 -1.1 -0.614
N -1.6188 0.2281 0.3206 -0.2 0.4 2.3 -0.405
N 4.6165 -1.5820 2.0538 -4.3 -4.4 1.1 -0.406
C -6.9909 0.6805 -4.3686 0.5 -0.9 0.1 0.668
C -2.1273 0.1099 1.7154 -1.2 -2.0 1.3 0.220
C 4.4598 -1.3876 -2.5963 -0.1 -1.1 0.6 0.489
C -8.3661 3.4625 -2.7047 0.2 -0.1 0.4 -1.475
C -0.8266 1.0493 3.5704 0.3 0.7 0.0 -0.815
C 0.5422 1.2949 2.7474 0.6 0.4 1.5 -0.368
C 6.2560 0.5434 3.3544 0.8 -0.2 -0.8 -0.558
C 5.4667 3.1361 3.3601 -1.6 1.9 0.3 0.534
C 4.4586 -1.1984 5.1534 2.1 0.6 -0.2 -0.548
C -4.3072 -3.6003 -2.1564 -0.5 1.3 0.6 0.616
C 6.2514 1.9574 2.5804 0.9 0.8 0.9 -0.747
C 3.6905 -2.4950 2.2372 -2.3 2.1 2.8 0.637
C 3.0406 0.8153 3.2830 -0.3 -0.2 -0.6 -0.328
C -3.1501 0.4373 -4.0738 -0.1 -1.3 0.5 1.362
C -4.5710 -5.7275 -2.7923 -0.3 -1.1 0.1 0.508
C 4.7089 -2.5420 -1.6498 0.0 0.1 0.4 -1.188
C -2.3645 2.4897 -4.4860 0.1 0.9 0.3 0.626
C -2.2977 0.4132 -5.3065 -0.1 -0.4 -0.5 -0.460
C -2.8902 -0.7189 -3.1329 0.1 0.6 0.3 -1.478
C -4.9351 -7.0659 -2.1865 -0.4 0.0 0.2 -1.480
C 1.6435 0.0911 2.9382 -0.6 1.1 -1.0 -0.400
C 5.3184 -1.4204 -3.8258 0.0 -0.4 -0.6 -0.534
C 4.9293 4.3159 2.4473 -0.9 0.0 5.1 -0.406
C -7.6461 2.7477 -3.8278 -0.5 0.9 0.7 0.562
C -3.1088 -5.4038 -2.7026 0.6 -0.2 -0.3 -0.528
C 3.8556 5.3807 4.7511 1.8 -2.3 -1.5 -0.353
C 2.4285 -1.4072 6.3985 -1.7 -1.8 -0.4 0.738
C 4.1233 5.4426 3.1879 1.3 -2.9 1.3 -0.396
C 5.2218 3.0913 4.9033 -1.2 2.5 -1.7 -0.231
C -8.5659 2.1814 -4.8686 -0.4 0.3 -0.5 -0.551
C 5.2585 0.6584 -3.0128 0.2 1.2 0.1 0.584
C 4.4223 4.2081 5.6570 0.3 0.5 -4.7 -0.592
H 6.6733 0.6190 4.4266 -0.5 0.1 -1.7 0.401
H -8.7931 2.8983 -5.6599 0.1 -0.2 0.0 0.318
H -2.9357 -0.9034 3.1217 0.2 0.1 -0.6 0.294
H 4.8669 -1.9971 -4.6353 0.1 0.2 0.0 0.320
H -3.1174 -1.6741 -3.6082 0.0 0.2 0.0 0.256
H -2.6392 -5.7553 -1.7779 -0.2 -0.1 0.0 0.311
H -9.0562 2.7890 -2.1880 0.0 0.0 -0.2 0.359
H 4.0939 -2.4362 -0.7522 0.0 -0.1 -0.2 0.058
H 2.9824 1.3895 4.2798 0.0 -0.8 -1.5 0.273
H -2.5435 -5.7848 -3.5554 0.0 0.2 0.1 0.309
H -4.9340 -5.6691 -3.8247 0.1 0.1 0.0 0.252
H 0.3237 1.5273 1.6470 0.3 -0.5 1.6 0.373
H 3.2528 1.5821 2.4535 -0.4 -1.0 1.2 0.494
H 6.3306 -1.7956 -3.6422 -0.1 0.0 0.2 0.316
H 6.9898 -0.1430 2.7659 -1.2 1.0 1.1 0.372
H 3.2302 6.2364 5.2102 1.2 -1.7 -0.8 0.311
H -2.7500 -0.1634 -6.1157 0.0 0.2 0.0 0.335
H 5.7490 -2.5575 -1.3109 -0.1 0.0 -0.2 0.370
H -1.8476 -0.7290 -2.7993 0.0 0.1 -0.2 0.275
H -0.6129 -0.0447 0.3924 -1.1 0.5 -0.4 0.232
H 4.6294 -0.3555 5.9270 -0.5 -1.4 -1.1 0.327
H -2.0077 2.1531 2.2048 0.3 -0.8 0.4 0.324
H -1.2823 0.0428 -5.1292 -0.1 0.0 0.1 0.306
H 4.4788 -3.4990 -2.1244 0.0 0.1 0.0 0.410
H 1.0220 2.2562 3.1947 -0.7 -1.6 -0.9 0.347
H 5.6313 2.1944 5.4921 -0.7 1.6 -1.0 0.214
H -6.8918 3.4067 -4.2722 -0.1 -0.1 -0.1 0.258
H -0.9585 1.8017 4.4474 0.5 -1.3 -1.5 0.322
H -4.2149 0.4892 -4.3215 0.2 0.0 0.0 -0.368
H -7.6498 3.8092 -1.9550 -0.1 0.1 -0.2 0.361
H 4.2097 4.1852 6.7928 0.5 0.0 -2.2 0.315
H -3.5018 -0.6211 -2.2353 0.1 -0.1 -0.3 0.418
H -9.5043 1.7938 -4.4584 0.1 0.1 0.1 0.320
H 5.9230 1.8774 1.4689 0.2 0.0 2.1 0.259
H 3.7027 6.2988 2.5300 0.7 -1.5 1.5 0.293
H 1.6767 -0.4357 1.9038 0.3 0.6 1.8 0.082
H -0.8247 -0.0029 4.0209 -0.2 1.5 -0.8 0.298
H -1.7113 1.2296 0.0786 0.5 -0.8 -0.1 0.328
H 7.3631 2.3008 2.5305 -1.8 -0.5 0.0 0.402
H -4.4365 -7.8857 -2.7094 0.0 0.1 0.0 0.377
H 5.3970 -1.8763 5.2262 -1.8 0.7 0.2 0.341
H -6.0158 -7.2240 -2.2372 0.1 0.0 -0.1 0.355
H -4.6641 -7.1053 -1.1273 0.1 0.1 -0.1 0.355
H 1.2973 -0.6791 3.7167 0.6 1.3 -1.1 0.165
H 3.3953 -1.3305 -2.8499 0.1 0.0 -0.1 0.250
H -8.9259 4.3232 -3.0784 0.1 -0.1 0.0 0.386
H 5.1219 4.3313 1.3174 -0.4 0.0 2.0 0.333
```
Positions in Å, forces in eV/Å.

Results
Calculated total energy ... -84596.2087 eV
Energy relative to the best compared isomer or geometry (same formula, charge and spin) ... 192.4 kcal/mol
Frontier orbital gap ... 8.746 eV